Record 1
Entry from OMol25: a single C4H5NO molecule (ωB97M-V with the def2-TZVPD basis set).

Atoms and positions in Å:
C  -1.20386  -0.58916  0.14870
H  -2.24898  -0.86347  0.20535
H  0.63518  1.34891  0.19959
C  -0.48680  -0.18888  -1.10149
C  -0.36012  -0.24805  1.12128
H  1.82582  0.23707  1.02206
C  0.89063  0.30346  0.46657
N  0.88246  -0.39674  -0.83082
O  -0.90591  0.50739  -1.99636
H  -0.53590  -0.22935  2.19096
H  1.43918  0.09072  -1.52623

As for the energy relative to the best compared isomer or geometry (same formula, charge and spin): 96.45 kJ/mol. Its SMILES is O=C1C=CCN1. The value obtained for the frontier orbital gap is 10.67 eV. The LUMO energy comes out at 0.9 eV.

***

Record 2
Entry from OMol25: a molecular structure, C30H63N14O4Ti at a distorted geometry (ωB97M-V with the def2-TZVPD basis set).

Atoms and positions in Å:
H  5.12407  3.48752  -2.15272
H  -3.48328  -5.66251  1.87719
H  -1.60047  2.51415  1.30479
H  5.29861  0.88057  -2.25682
H  3.42285  -0.75155  -1.68595
H  -1.72472  -5.67374  2.06040
H  1.76256  -3.06780  1.37774
N  3.58478  2.13612  -2.45636
O  1.59938  3.56596  0.98075
C  1.96590  2.67257  3.78322
C  1.24105  2.44340  1.32392
H  2.25062  2.04003  5.74337
H  -3.42410  0.20893  3.82614
N  -2.73152  -3.93442  2.75758
C  1.40059  1.99936  2.72088
C  4.06871  3.51442  -2.41928
C  -2.45490  -2.64624  2.40143
H  2.17098  3.41351  -4.52015
H  -0.87828  0.35788  1.75686
H  -1.59125  -3.58040  -5.34230
C  -4.75202  -1.93977  2.92082
H  -2.84681  -3.44008  -4.11130
N  1.25035  2.66436  -2.73120
H  2.09850  -1.14025  5.27490
C  -3.07387  1.99093  -0.16778
N  -1.44231  -1.87838  -4.16058
N  -0.60005  -1.27415  -2.05102
C  -2.58610  -5.04222  1.82892
H  -0.43674  1.88414  -2.24070
N  1.91154  0.72463  -1.62344
C  2.96519  -0.06016  -0.97405
C  1.18272  -0.54595  5.27200
H  -2.36550  -1.88010  -0.42594
H  -4.62799  -2.03726  -3.45439
C  1.28262  -2.48848  -1.12581
H  -1.00723  -0.79728  -5.88677
H  5.07419  1.66441  -3.82119
H  1.36791  -1.16471  -2.83072
H  -5.07500  -2.19625  3.93493
C  -0.37300  -3.14446  1.35469
C  2.54236  4.02625  4.05196
C  2.28537  1.81739  -2.21848
H  0.36903  -1.17467  4.91978
C  -3.24988  -1.83034  -1.05225
H  0.28502  -1.88842  -5.38432
N  1.00843  0.74307  3.12623
H  1.22107  3.92962  -1.03466
H  -4.99317  -2.76622  2.25484
N  1.91260  1.79665  4.82054
H  0.41842  3.23134  -4.55723
H  -2.12183  -0.35861  1.04362
Ti  0.01989  0.23400  -0.51365
H  0.55733  -2.70628  -3.11666
H  0.98225  -0.24062  6.29827
C  -4.02292  -1.14622  -3.27087
O  0.71872  1.60792  0.47542
H  -3.96132  -1.12291  -0.62298
C  -0.48174  -1.20167  -5.01832
H  3.24123  -1.57501  0.49582
O  2.91035  4.27592  5.16937
N  -2.88863  -1.41636  -2.40078
H  -2.75084  -5.12944  4.45899
O  2.61588  4.86432  3.04493
H  2.33347  -0.17836  1.08096
H  2.32373  -2.78231  -1.29132
H  -3.01912  -1.14446  4.87866
H  1.45356  1.79254  -4.63929
C  -2.15516  2.50846  -1.26532
C  -2.86562  -0.72712  3.87468
H  -2.74656  2.89276  -2.09985
N  -1.50218  0.44574  0.94811
H  0.03647  4.31132  -2.30608
H  -3.69123  -0.73848  -4.22167
H  4.05232  0.29962  -3.38636
C  1.34126  2.78035  -4.19128
C  0.93609  -2.35424  1.26687
H  1.71748  4.74548  -2.54007
C  1.05949  3.98851  -2.10931
H  -2.48889  -4.66364  0.81365
H  0.96022  -1.65631  2.09990
H  -3.83644  2.73965  0.04748
H  -0.23355  -3.89253  2.14569
H  3.97477  4.02419  -3.38140
N  -1.23329  1.45181  -1.73819
C  0.68488  -1.89469  -2.39759
H  3.56024  4.07818  -1.64440
H  0.73050  -3.39452  -0.89462
H  -0.55459  -3.70085  0.42931
H  -1.56679  3.32921  -0.85541
H  -3.18539  -3.44944  4.74586
H  -3.57748  1.08019  -0.50668
C  2.46168  -0.84934  0.23479
H  -5.31778  -1.06169  2.60365
C  -2.28341  1.68766  1.09793
H  2.25784  4.48342  2.20716
C  -1.61331  -1.52863  -2.85873
C  -3.29873  -4.27810  4.05143
H  3.75569  0.60341  -0.61253
C  -2.25660  -2.88110  -4.83246
H  -2.96634  1.59899  1.94590
H  -0.01049  -0.38232  -4.47951
H  -1.73553  0.86108  -2.39134
N  1.17231  -1.55727  0.02446
H  -4.35453  -4.55257  3.98336
C  1.34406  0.64581  4.39564
N  -3.32972  -1.63001  2.83216
C  4.55194  1.18218  -2.99410
H  -4.66299  -0.40660  -2.78642
N  -1.48584  -2.27268  1.63769
H  -3.73594  -2.81177  -1.07726
H  -1.80688  -0.52210  3.73455
H  -2.91594  -2.44054  -5.58362

As for the energy relative to the best compared isomer or geometry (same formula, charge and spin): 0.00 kJ/mol. As for the multiplicity: 2. Its total charge is +2. Its expectation value of S² is 0.7520. The value obtained for the frontier orbital gap (spin up / spin down) is 8.25 / 8.49 eV. The LUMO energy (spin up / spin down) comes out at -4.8 / -4.6 eV.

***

Q: energy relative to the best compared isomer or geometry (same formula, charge and spin) of number 2 (C30H63N14O4Ti)?
A: 0.00 kJ/mol

***

Q: What is the formula in the first record?
A: C4H5NO

***

Q: Which of these has the lowest energy relative to the best compared isomer or geometry (same formula, charge and spin)?
A: C30H63N14O4Ti